This record from OMol25 describes C7H9O2P in the gas phase in a non-equilibrium geometry. The level of theory is ωB97M-V/def2-TZVPD.

Geometry as XYZ:
```
19
Properties=species:S:1:pos:R:3:nbo_charge:R:1
H -3.00933 -0.04879 -0.14987 0.257
P -0.71799 -0.35655 -0.30573 2.145
O -0.13546 -0.47535 1.01450 -1.088
C -2.44772 -0.90548 -0.52294 -1.039
O -0.75685 1.20652 -0.81934 -0.792
H -0.11014 -1.51153 -2.41855 0.214
C 1.51143 -1.46897 -1.14137 -0.293
H 0.77485 2.53262 -1.11957 0.206
H 1.86668 -1.11966 -0.09148 0.223
C 0.29442 -1.18596 -1.55670 -0.617
C 0.52205 2.16551 1.03483 -0.106
C 0.77281 2.29040 2.28106 0.076
H 1.66994 2.75505 4.17448 0.221
H -2.73780 -1.79638 0.26874 0.270
C 0.96389 2.24014 3.57485 -0.444
C 0.23308 2.03491 -0.26072 0.095
H 0.25371 1.60582 4.11163 0.224
H -2.74340 -1.22212 -1.56891 0.255
H 2.32555 -1.89731 -1.63360 0.195
```

Calculated values
- Relative energy (zero: lowest compared OMol25 entry of this formula, charge and spin): 70.8 kcal per mole
- Gap between HOMO and LUMO: 9.1 eV
- E_tot: -20785.668 eV
- LUMO level: 0.5 eV
- SMILES: C=C=C=CO[P@](C)(=O)C=C
- Total charge: 0